Record 1
The following is a quantum chemistry calculation of a 10-piece molecular cluster, C60H140O30 overall, from the Open Molecules 2025 dataset.

Its energy relative to the best compared isomer or geometry (same formula, charge and spin) is 104.3 kcal/mol. As for the HOMO energy (alpha / beta): -10.39 / -10.39 eV. The calculation puts the HOMO-LUMO gap (alpha / beta) at 0.2960 / 0.0737 Eh.

Structure (ORCA input):
```
! wB97M-V def2-TZVPD RIJCOSX def2/J DEFGRID3
* xyz 1 2
C -12.185 -1.874 -2.081
O -11.016 -1.078 -1.897
C -10.409 -0.997 -0.633
C -9.711 0.331 -0.740
O -8.612 0.143 -1.614
C -7.571 -0.635 -1.016
C -6.415 -0.817 -2.051
O -5.793 0.483 -2.435
C -4.562 0.693 -1.767
H -12.076 -2.818 -1.547
H -12.119 -2.162 -3.131
H -13.095 -1.291 -1.943
H -9.817 -1.912 -0.615
H -11.100 -1.027 0.210
H -9.273 0.718 0.180
H -10.428 1.055 -1.127
H -7.800 -1.650 -0.690
H -7.089 -0.121 -0.185
H -6.964 -1.151 -2.931
H -5.783 -1.656 -1.761
H -4.770 0.661 -0.698
H -4.248 1.702 -2.038
H -3.818 -0.071 -1.994
C 2.263 0.458 2.268
O 2.003 -0.550 1.340
C 1.310 -0.160 0.231
C 0.493 -1.335 -0.477
O 0.146 -0.794 -1.803
C -0.965 -1.416 -2.450
C -1.226 -0.915 -3.829
O -2.357 -1.636 -4.303
C -3.480 -0.912 -4.875
H 2.961 1.260 2.029
H 2.814 -0.051 3.058
H 1.410 0.992 2.688
H 1.891 0.368 -0.526
H 0.392 0.377 0.469
H -0.217 -1.685 0.271
H 1.253 -2.107 -0.356
H -1.816 -1.415 -1.768
H -0.726 -2.470 -2.589
H -0.423 -1.105 -4.541
H -1.376 0.165 -3.821
H -4.190 -1.676 -5.190
H -3.085 -0.532 -5.817
H -3.939 -0.144 -4.252
C 1.525 5.478 8.869
O 2.627 5.181 8.151
C 3.870 5.407 8.775
C 5.073 5.063 7.714
O 5.020 3.665 7.492
C 5.813 3.163 6.436
C 5.211 1.900 5.838
O 4.116 2.072 4.975
C 2.952 2.633 5.615
H 0.870 5.506 7.998
H 1.470 6.406 9.438
H 1.406 4.699 9.622
H 3.966 4.641 9.544
H 3.780 6.431 9.138
H 6.021 5.213 8.231
H 5.010 5.714 6.842
H 6.797 2.955 6.856
H 5.869 3.897 5.631
H 4.992 1.214 6.656
H 5.965 1.524 5.146
H 2.569 2.060 6.460
H 2.092 2.670 4.947
H 3.143 3.510 6.233
C 2.007 9.171 -5.717
O 2.245 7.848 -5.333
C 1.454 7.456 -4.223
C 2.261 6.437 -3.383
O 1.462 5.524 -2.630
C 2.174 4.301 -2.294
C 2.545 3.370 -3.462
O 1.757 2.197 -3.113
C 2.266 1.044 -3.735
H 2.742 9.425 -6.481
H 2.045 9.917 -4.923
H 1.082 9.352 -6.264
H 0.563 6.986 -4.640
H 1.279 8.294 -3.550
H 2.791 6.978 -2.599
H 3.035 6.000 -4.014
H 1.532 3.819 -1.557
H 3.030 4.509 -1.651
H 3.600 3.139 -3.314
H 2.371 3.706 -4.484
H 2.639 1.234 -4.741
H 1.581 0.198 -3.779
H 3.069 0.634 -3.123
C 4.117 -4.448 -1.108
O 4.240 -5.563 -0.152
C 3.760 -6.905 -0.605
C 2.337 -7.144 -1.002
O 1.612 -6.434 0.003
C 0.211 -6.360 -0.331
C -0.606 -5.358 0.450
O -0.788 -5.810 1.782
C -1.643 -5.077 2.599
H 4.662 -4.668 -2.026
H 4.469 -3.508 -0.681
H 3.077 -4.241 -1.360
H 3.855 -7.510 0.296
H 4.487 -7.428 -1.226
H 2.004 -8.179 -1.081
H 2.192 -6.610 -1.941
H -0.224 -7.347 -0.487
H 0.083 -5.988 -1.348
H -1.651 -5.449 0.154
H -0.395 -4.292 0.376
H -1.371 -4.024 2.521
H -1.580 -5.260 3.672
H -2.662 -5.338 2.314
C 0.418 -1.469 5.348
O 0.369 -2.779 5.986
C 0.517 -2.855 7.472
C 1.757 -2.337 8.131
O 1.840 -0.946 7.909
C 2.750 -0.187 8.668
C 2.103 0.284 9.991
O 3.234 0.369 10.849
C 2.922 0.569 12.200
H 0.110 -1.590 4.310
H 1.469 -1.184 5.401
H -0.239 -0.761 5.854
H 0.541 -3.911 7.740
H -0.411 -2.455 7.880
H 2.666 -2.831 7.788
H 1.756 -2.441 9.216
H 3.041 0.748 8.189
H 3.715 -0.687 8.760
H 1.400 -0.463 10.361
H 1.582 1.240 10.042
H 2.491 1.540 12.443
H 3.836 0.550 12.794
H 2.308 -0.188 12.688
C -6.142 -7.634 3.441
O -4.813 -7.238 3.456
C -3.894 -7.951 2.565
C -4.123 -7.553 1.115
O -5.393 -7.861 0.719
C -5.891 -6.888 -0.252
C -4.971 -6.580 -1.426
O -4.000 -5.577 -1.104
C -3.497 -4.858 -2.225
H -6.728 -7.178 2.643
H -6.644 -7.323 4.357
H -6.371 -8.687 3.276
H -3.920 -9.016 2.792
H -2.902 -7.582 2.826
H -3.520 -8.302 0.601
H -3.843 -6.501 1.057
H -6.104 -5.982 0.316
H -6.799 -7.369 -0.616
H -5.530 -6.146 -2.256
H -4.620 -7.555 -1.762
H -4.278 -4.363 -2.803
H -2.912 -5.431 -2.944
H -2.884 -4.054 -1.819
C 0.397 0.263 -16.061
O 0.170 1.223 -15.066
C -1.194 1.109 -14.523
C -1.392 2.133 -13.401
O -2.811 2.412 -13.235
C -2.889 3.396 -12.243
C -3.399 2.909 -10.833
O -2.753 1.811 -10.261
C -3.357 1.475 -9.034
H -0.188 0.331 -16.978
H 0.444 -0.749 -15.659
H 1.446 0.411 -16.315
H -1.325 0.087 -14.168
H -1.836 1.151 -15.403
H -0.911 3.104 -13.518
H -1.007 1.631 -12.513
H -3.636 4.063 -12.675
H -2.195 4.233 -12.168
H -4.470 2.706 -10.875
H -3.301 3.826 -10.252
H -3.459 2.416 -8.494
H -2.826 0.789 -8.374
H -4.327 1.040 -9.274
C 5.725 3.234 1.377
O 5.599 2.356 0.166
C 6.115 0.974 0.387
C 6.438 0.203 -0.951
O 7.464 -0.695 -0.730
C 8.250 -1.222 -1.766
C 7.556 -1.601 -3.148
O 6.826 -0.544 -3.686
C 6.055 -0.882 -4.889
H 6.705 3.201 1.852
H 5.051 2.830 2.133
H 5.303 4.203 1.110
H 5.394 0.412 0.980
H 7.016 0.977 1.000
H 6.863 0.939 -1.633
H 5.546 -0.237 -1.397
H 8.680 -2.087 -1.263
H 9.083 -0.551 -1.975
H 6.949 -2.499 -3.032
H 8.374 -1.713 -3.859
H 6.763 -1.061 -5.698
H 5.487 0.044 -4.979
H 5.304 -1.669 -4.811
C 1.868 4.447 1.832
O 0.765 5.360 2.068
C -0.215 4.876 2.959
C 0.193 4.770 4.419
O -0.327 3.691 5.045
C -1.725 3.709 5.359
C -2.186 2.268 5.426
O -1.654 1.680 6.609
C -0.292 1.541 6.807
H 1.564 3.561 1.275
H 2.353 4.116 2.750
H 2.624 4.975 1.251
H -0.613 3.923 2.611
H -1.109 5.498 2.932
H -0.213 5.661 4.898
H 1.267 4.768 4.601
H -2.306 4.140 4.543
H -1.946 4.254 6.277
H -1.835 1.790 4.512
H -3.261 2.350 5.589
H 0.187 2.518 6.871
H 0.416 1.153 6.074
H -0.036 1.138 7.787
*
```



Record 2
The following is a quantum chemistry calculation of C60H150F2N11O24S2Sn as an isolated structure, from the Open Molecules 2025 dataset.

Its energy relative to the best compared isomer or geometry (same formula, charge and spin) is 168.6 kcal/mol. As for the HOMO energy: -9.27 eV. The calculation puts the HOMO-LUMO gap at 0.0328 Eh.

Structure (ORCA input):
```
! wB97M-V def2-TZVPD RIJCOSX def2/J DEFGRID3
* xyz 1 1
Sn 29.038 -15.948 25.724
N 27.040 -12.650 28.474
S 26.328 -12.493 29.805
O 25.340 -11.459 30.069
O 27.023 -13.022 30.964
F 25.358 -13.705 29.501
S 27.525 -11.052 28.549
O 28.240 -10.566 29.738
O 26.679 -10.029 27.919
F 28.784 -11.269 27.545
C 28.186 -18.290 42.566
O 28.283 -16.893 42.605
C 28.489 -16.349 41.326
C 28.482 -14.816 41.355
N 28.453 -14.255 39.986
C 27.996 -12.866 40.009
C 28.001 -12.368 38.571
O 29.340 -12.082 38.206
C 29.484 -11.729 36.864
H 27.462 -18.552 41.795
H 27.825 -18.602 43.546
H 29.145 -18.765 42.359
H 27.737 -16.692 40.616
H 29.463 -16.693 40.978
H 29.339 -14.417 41.898
H 27.594 -14.569 41.937
H 29.316 -14.341 39.468
H 28.587 -12.145 40.575
H 26.986 -12.896 40.416
H 27.362 -11.489 38.486
H 27.492 -13.053 37.893
H 28.936 -10.808 36.664
H 29.089 -12.482 36.181
H 30.534 -11.577 36.611
C 29.745 -14.507 16.546
O 29.095 -13.397 17.165
C 27.678 -13.511 17.127
C 27.091 -12.330 17.891
N 27.507 -12.325 19.272
C 27.262 -11.097 19.978
C 27.625 -11.364 21.451
O 28.817 -12.140 21.621
C 29.976 -11.288 21.374
H 30.826 -14.361 16.544
H 29.505 -14.421 15.486
H 29.527 -15.477 16.992
H 27.301 -14.458 17.515
H 27.355 -13.507 16.086
H 26.004 -12.352 17.818
H 27.370 -11.436 17.332
H 28.483 -12.557 19.385
H 26.224 -10.764 20.002
H 27.821 -10.229 19.629
H 26.878 -11.947 21.989
H 27.578 -10.422 21.998
H 30.927 -11.814 21.452
H 30.139 -10.429 22.024
H 30.013 -10.865 20.370
C 26.054 -18.327 28.619
O 27.407 -18.123 28.882
C 27.694 -18.150 30.305
C 29.282 -18.109 30.451
N 29.753 -16.770 30.032
C 31.099 -16.705 30.358
C 31.806 -15.454 29.886
O 31.778 -15.411 28.449
C 32.457 -14.275 27.932
H 25.658 -19.258 29.024
H 25.967 -18.312 27.532
H 25.449 -17.509 29.010
H 27.386 -19.084 30.774
H 27.255 -17.266 30.768
H 29.746 -18.902 29.864
H 29.569 -18.421 31.455
H 29.159 -16.065 30.443
H 31.594 -17.566 29.909
H 31.303 -16.652 31.427
H 32.849 -15.459 30.205
H 31.346 -14.556 30.300
H 32.389 -14.190 26.848
H 33.512 -14.424 28.159
H 32.112 -13.319 28.325
C 39.752 -6.620 31.388
O 40.401 -5.841 30.395
C 40.153 -4.469 30.410
C 38.669 -3.954 30.628
N 37.747 -4.316 29.543
C 36.514 -3.490 29.623
C 35.373 -4.224 28.905
O 35.205 -5.491 29.582
C 34.100 -6.145 29.032
H 38.674 -6.744 31.291
H 40.092 -6.369 32.393
H 40.098 -7.623 31.136
H 40.566 -4.082 29.478
H 40.864 -4.079 31.138
H 38.771 -2.873 30.721
H 38.291 -4.392 31.552
H 37.418 -5.270 29.569
H 36.646 -2.435 29.381
H 36.169 -3.429 30.655
H 35.566 -4.285 27.834
H 34.447 -3.649 28.896
H 33.174 -5.571 29.072
H 33.954 -7.008 29.682
H 34.185 -6.483 27.999
C 32.145 -15.685 22.221
O 30.867 -16.329 22.170
C 30.318 -16.306 20.933
C 28.980 -17.072 20.972
N 27.886 -16.341 21.579
C 26.714 -17.172 21.623
C 25.546 -16.359 22.154
O 25.742 -15.855 23.474
C 24.551 -15.236 24.012
H 32.040 -14.607 22.099
H 32.861 -16.077 21.499
H 32.519 -15.886 23.225
H 30.930 -16.731 20.137
H 30.101 -15.272 20.665
H 29.166 -17.966 21.568
H 28.746 -17.290 19.930
H 27.658 -15.547 20.998
H 26.872 -18.038 22.265
H 26.392 -17.625 20.686
H 24.666 -16.996 22.066
H 25.297 -15.547 21.471
H 23.876 -16.020 24.354
H 23.960 -14.681 23.284
H 24.768 -14.514 24.800
C 34.606 0.653 25.087
O 33.310 0.510 24.540
C 32.457 1.544 25.038
C 31.087 1.443 24.375
N 30.302 0.404 25.001
C 28.953 0.121 24.542
C 28.296 -1.011 25.380
O 29.034 -2.254 25.260
C 28.632 -3.380 26.017
H 34.691 0.714 26.172
H 35.113 1.561 24.762
H 35.101 -0.174 24.579
H 32.888 2.490 24.709
H 32.440 1.740 26.110
H 31.272 1.383 23.302
H 30.527 2.369 24.495
H 30.804 -0.375 25.402
H 29.029 -0.276 23.530
H 28.369 1.033 24.665
H 27.316 -1.107 24.913
H 28.138 -0.670 26.403
H 29.345 -4.203 25.971
H 27.682 -3.716 25.602
H 28.456 -3.060 27.044
C 18.846 -13.833 29.336
O 18.298 -14.633 28.323
C 17.670 -13.896 27.273
C 16.981 -14.861 26.329
N 16.602 -14.339 25.030
C 15.420 -13.482 25.047
C 14.934 -13.098 23.664
O 14.239 -14.183 23.066
C 13.850 -14.101 21.739
H 19.431 -14.449 30.019
H 18.147 -13.294 29.976
H 19.500 -13.031 28.994
H 18.473 -13.439 26.695
H 17.003 -13.128 27.666
H 16.111 -15.328 26.792
H 17.691 -15.652 26.088
H 16.213 -15.136 24.547
H 15.614 -12.594 25.649
H 14.630 -14.026 25.564
H 15.828 -12.778 23.129
H 14.236 -12.270 23.794
H 14.700 -13.778 21.137
H 13.024 -13.405 21.598
H 13.555 -15.015 21.224
C 33.688 -8.851 42.450
O 34.031 -9.609 41.289
C 33.236 -10.737 41.080
C 33.629 -11.366 39.712
N 32.832 -12.566 39.415
C 33.554 -13.270 38.344
C 32.763 -14.542 37.924
O 31.573 -14.146 37.216
C 30.743 -15.250 36.925
H 32.676 -8.454 42.370
H 34.459 -8.082 42.503
H 33.823 -9.451 43.350
H 32.177 -10.480 41.080
H 33.454 -11.523 41.802
H 34.698 -11.577 39.685
H 33.446 -10.635 38.924
H 31.990 -12.225 38.974
H 34.528 -13.542 38.752
H 33.883 -12.712 37.468
H 32.399 -15.136 38.762
H 33.363 -15.215 37.312
H 29.958 -14.889 36.261
H 30.272 -15.583 37.850
H 31.301 -16.010 36.378
C 22.507 -7.048 32.532
O 23.531 -6.374 33.285
C 24.843 -6.315 32.663
C 24.949 -5.521 31.357
N 24.785 -4.079 31.442
C 23.441 -3.599 31.800
C 22.647 -3.674 30.531
O 23.134 -2.672 29.573
C 22.505 -2.719 28.271
H 22.780 -8.103 32.501
H 22.251 -6.679 31.539
H 21.571 -6.994 33.087
H 25.187 -7.336 32.498
H 25.600 -5.985 33.375
H 24.388 -6.060 30.594
H 25.970 -5.608 30.988
H 24.857 -3.743 30.493
H 23.688 -2.559 32.011
H 22.986 -4.157 32.619
H 21.606 -3.454 30.770
H 22.534 -4.722 30.254
H 21.432 -2.542 28.192
H 22.693 -3.728 27.904
H 23.073 -2.022 27.656
C 16.327 -8.336 21.431
O 17.395 -8.660 22.262
C 18.559 -9.119 21.686
C 19.503 -9.756 22.799
N 20.036 -8.640 23.679
C 20.853 -9.226 24.767
C 21.001 -8.323 26.042
O 19.758 -7.732 26.458
C 18.778 -8.646 27.003
H 15.937 -9.251 20.986
H 16.525 -7.616 20.636
H 15.534 -7.858 22.005
H 19.094 -8.331 21.156
H 18.296 -9.921 20.996
H 20.332 -10.286 22.329
H 18.881 -10.418 23.401
H 19.230 -8.116 23.988
H 21.824 -9.463 24.333
H 20.421 -10.160 25.126
H 21.811 -7.642 25.780
H 21.553 -8.898 26.786
H 17.975 -8.181 27.574
H 19.183 -9.375 27.704
H 18.311 -9.226 26.207
*
```